Entry from the OMol25 dataset: a structure of composition C2HF6IrNO4S2 (ωB97M-V/def2-TZVPD).

Net charge = +1
Multiplicity = 5
<S²> = 6.02
LUMO (alpha / beta) = -0.1705 / -0.3311 Eh
F_max = 5.877 eV/A
HOMO energy (alpha / beta) = -13.56 / -14.28 eV
Frontier orbital gap (alpha / beta) = 8.92 / 5.27 eV

Element x y z (Å)
N 0.0159 -0.0301 -1.4891
S 0.4853 -1.4781 -0.8139
O 1.7163 -1.9745 -1.5071
C -0.8784 -2.4920 -1.6026
F -0.8821 -2.3656 -2.9179
F -2.0548 -2.1257 -1.1174
F -0.6624 -3.7662 -1.2957
S -0.4301 1.1279 -0.5111
O -1.1305 0.5938 0.7158
O -1.1427 2.1988 -1.1890
Ir -1.0332 -0.1009 2.3722
O -0.0030 0.6438 3.6201
H -0.0416 1.5477 3.9377
C 1.2062 1.9089 0.3678
F 1.8190 1.2530 1.3375
F 2.0828 1.9091 -0.6226
F 0.9334 3.1503 0.7155

***

Entry from the OMol25 dataset: a cluster of 2 separate species, C2HFIN in total (ωB97M-V/def2-TZVPD).

Multiplicity = 3
<S²> = 2.02
LUMO (alpha / beta) = 0.0213 / -0.1052 Eh
F_max = 1.019 eV/A
Energy above the lowest of the compared OMol25 structures with the same formula, charge and spin = 0.0 kJ/mol
HOMO energy (alpha / beta) = -9.64 / -9.63 eV
Frontier orbital gap (alpha / beta) = 10.22 / 6.77 eV

Element x y z (Å)
C -0.1112 0.0161 -0.2108
C -1.4327 -0.1292 0.1102
N 0.9931 0.1901 -0.5111
F -2.0018 -1.3177 0.1414
I 4.6412 0.5399 0.1510
H -2.0885 0.7008 0.3193

***

Entry from the OMol25 dataset: a structure of composition C2HFIrO (ωB97M-V/def2-TZVPD).

Net charge = +1
Multiplicity = 5
<S²> = 6.03
LUMO (alpha / beta) = -0.2825 / -0.3189 Eh
F_max = 12.322 eV/A
Energy above the lowest of the compared OMol25 structures with the same formula, charge and spin = 447.2 kJ/mol
HOMO energy (alpha / beta) = -15.43 / -15.76 eV
Frontier orbital gap (alpha / beta) = 7.74 / 7.08 eV

Element x y z (Å)
H -1.7491 0.7357 -1.1429
O -1.5797 -0.2876 -0.0565
C 0.4758 0.7566 -0.0982
C -0.8263 0.7993 -0.2907
Ir 0.4416 -0.9781 0.8219
F 1.6092 0.1949 -1.1655

***

Entry from the OMol25 dataset: a structure of composition C2HFLaO2 (ωB97M-V/def2-TZVPD).

Net charge = +3
LUMO = -0.6279 Eh
F_max = 5.249 eV/A
HOMO energy = -23.29 eV
Frontier orbital gap = 6.20 eV

Element x y z (Å)
O -0.8048 -0.9261 -0.1486
C -1.1099 0.4903 0.3150
C 0.1701 -0.1382 0.1118
O 1.3495 -0.0374 -0.1448
La 3.6386 -1.1797 -0.7965
F -1.6429 1.2312 -0.6248
H -1.6005 0.5599 1.2880

***

Entry from the OMol25 dataset: a structure of composition C2HFMnO2 (ωB97M-V/def2-TZVPD).

Net charge = +1
Multiplicity = 7
<S²> = 12.03
LUMO (alpha / beta) = -0.2791 / -0.2841 Eh
F_max = 4.799 eV/A
HOMO energy (alpha / beta) = -13.13 / -14.85 eV
Frontier orbital gap (alpha / beta) = 5.53 / 7.12 eV

Element x y z (Å)
C -0.9609 0.0664 -1.1161
C -1.7153 0.1952 0.0514
O -2.7351 0.2476 0.6199
O 0.3193 -0.1233 -1.0266
Mn -1.9380 -0.4250 -2.8643
H 0.7081 -0.0445 0.6662
F 0.0359 0.1054 1.5664

***

Entry from the OMol25 dataset: a cluster of 2 separate species, C2HFN2O2 in total (ωB97M-V/def2-TZVPD).

LUMO = -0.0249 Eh
Structure (SMILES) = [O-][N+]#CF.C#[N+][O-]
F_max = 3.609 eV/A
Energy above the lowest of the compared OMol25 structures with the same formula, charge and spin = 726.5 kJ/mol
HOMO energy = -10.32 eV
Frontier orbital gap = 9.65 eV

Element x y z (Å)
C -2.2180 0.0425 -0.5416
C 1.5880 -0.8202 0.0775
N 2.5582 -0.1913 0.1366
N -1.9259 1.0128 -0.0189
O -1.6539 2.0044 0.5793
O 3.3126 0.7197 -0.0007
F 1.0234 -1.8956 0.6036
H -2.6843 -0.8724 -0.8358

***

Entry from the OMol25 dataset: an isolated molecule of C2HFN2O2 (ωB97M-V/def2-TZVPD).

LUMO = -0.0223 Eh
Structure (SMILES) = N#C[C@@H](F)[N+](=O)[O-]
F_max = 3.472 eV/A
Energy above the lowest of the compared OMol25 structures with the same formula, charge and spin = 403.7 kJ/mol
HOMO energy = -12.22 eV
Frontier orbital gap = 11.61 eV

Element x y z (Å)
C 1.0946 0.9688 -0.0721
C 0.3412 -0.2659 0.2877
N 1.6404 1.9328 -0.3118
N -1.1246 -0.2938 -0.2482
O -1.1784 -0.5116 -1.4159
O -1.9970 -0.1373 0.5658
F 0.3870 -0.5801 1.6060
H 0.8370 -1.1131 -0.4116

***

Entry from the OMol25 dataset: a structure of composition C2HFN2O2 (ωB97M-V/def2-TZVPD).

LUMO (alpha / beta) = -0.0173 / -0.0122 Eh
F_max = 6.029 eV/A
Energy above the lowest of the compared OMol25 structures with the same formula, charge and spin = 410.5 kJ/mol
HOMO energy (alpha / beta) = -8.79 / -8.87 eV
Frontier orbital gap (alpha / beta) = 8.32 / 8.53 eV

Element x y z (Å)
C 0.5512 0.7091 -1.1189
C 0.0185 0.1267 1.0006
N -0.5890 -0.7857 -1.0608
N -0.7359 -0.7422 0.2189
O -0.0467 0.2794 2.1821
O 0.8201 0.8513 0.1497
F 1.4697 0.8329 -2.0249
H -1.4878 -1.2713 0.6533

***

Entry from the OMol25 dataset: a cluster of 2 separate species, C2HFN2O2 in total (ωB97M-V/def2-TZVPD).

LUMO = -0.0549 Eh
F_max = 6.617 eV/A
Energy above the lowest of the compared OMol25 structures with the same formula, charge and spin = 580.2 kJ/mol
HOMO energy = -12.09 eV
Frontier orbital gap = 10.60 eV

Element x y z (Å)
C -0.7551 1.1375 0.3602
C -0.2139 0.1213 -0.4684
N -1.0585 1.9679 1.0799
N 0.8265 -0.6162 0.3231
O 0.7775 -0.5709 1.5183
O 1.5504 -1.2438 -0.4053
F 0.0924 0.2665 -1.8334
H -1.2193 -1.0623 -0.5744

***

Entry from the OMol25 dataset: a cluster of 2 separate species, C2HFN2O2 in total (ωB97M-V/def2-TZVPD).

Multiplicity = 3
<S²> = 2.01
LUMO (alpha / beta) = 0.0341 / -0.1075 Eh
F_max = 7.339 eV/A
Energy above the lowest of the compared OMol25 structures with the same formula, charge and spin = 474.0 kJ/mol
HOMO energy (alpha / beta) = -7.54 / -10.27 eV
Frontier orbital gap (alpha / beta) = 8.46 / 7.34 eV

Element x y z (Å)
C 0.1785 2.4950 -0.4904
C 2.7993 -0.3441 0.4778
N 3.0572 0.5298 -0.2878
N -0.6606 1.6991 -0.2991
O -1.5875 1.0137 -0.2559
O 3.1892 1.0591 -1.3236
F 2.9078 -0.6463 1.6939
H 0.9941 3.0057 -0.2314

***

> What is the formula in the seventh record?

C2HFN2O2

***

> F_max of number 8 (C2HFN2O2)?

6.029 eV/A

***

What did the tenth record say?
Entry from the OMol25 dataset: a cluster of 2 separate species, C2HFN2O2 in total (ωB97M-V/def2-TZVPD).

Multiplicity = 3
<S²> = 2.01
LUMO (alpha / beta) = 0.0341 / -0.1075 Eh
F_max = 7.339 eV/A
Energy above the lowest of the compared OMol25 structures with the same formula, charge and spin = 474.0 kJ/mol
HOMO energy (alpha / beta) = -7.54 / -10.27 eV
Frontier orbital gap (alpha / beta) = 8.46 / 7.34 eV

Element x y z (Å)
C 0.1785 2.4950 -0.4904
C 2.7993 -0.3441 0.4778
N 3.0572 0.5298 -0.2878
N -0.6606 1.6991 -0.2991
O -1.5875 1.0137 -0.2559
O 3.1892 1.0591 -1.3236
F 2.9078 -0.6463 1.6939
H 0.9941 3.0057 -0.2314